[1]
21
Properties=species:S:1:pos:R:3:forces:R:3 method="wB97M-V/def2-TZVPD" lumo_energy_ev=3.326 fmax_ev_per_a=0.687 total_charge=-1 total_energy_ha=-435.502683 gap_ev=7.59
F 1.676 2.203 0.921 0.1 -0.2 0.0
O 0.977 0.823 -0.913 0.3 -0.5 0.3
O 0.352 -1.435 -3.824 0.2 0.0 -0.3
C 0.005 -0.167 -0.722 -0.1 0.5 -0.4
C -1.261 0.341 -0.048 0.0 -0.4 0.2
C -0.989 -0.669 2.257 0.3 0.2 -0.3
C -1.111 0.619 1.444 -0.3 -0.1 0.0
B 2.003 0.993 0.149 0.0 0.7 0.0
H 2.027 0.039 0.925 -0.1 -0.2 0.1
H 0.943 -0.793 -3.406 -0.1 0.0 0.2
H -1.215 -0.503 3.304 0.0 0.0 0.3
H -2.018 -0.441 -0.165 -0.2 -0.1 0.0
H 3.114 1.174 -0.348 0.0 0.0 -0.2
H -1.636 -1.449 1.862 -0.3 -0.1 0.1
H -0.275 -0.534 -1.710 -0.2 -0.2 -0.1
H -1.986 1.180 1.774 -0.1 0.1 0.1
H 0.031 -1.028 2.172 0.2 -0.2 0.1
H -1.643 1.206 -0.579 0.1 0.3 -0.1
H 0.388 -1.022 -0.161 0.2 -0.1 0.1
H 0.855 -1.769 -4.573 0.0 0.0 0.1
H -0.237 1.231 1.640 0.1 0.2 -0.1

[2]
46
Properties=species:S:1:pos:R:3:forces:R:3 method="wB97M-V/def2-TZVPD" lumo_energy_ev=2.197 fmax_ev_per_a=1.153 total_charge=-1 total_energy_ha=-2032.105154 gap_ev=5.90
Tl 0.570 0.375 2.058 -0.3 -0.2 0.0
S 1.395 3.010 -0.481 -0.1 -0.1 0.0
S 2.880 -1.789 0.659 0.1 0.0 -0.3
N 3.158 1.180 -4.179 0.0 0.3 -0.2
N 2.178 0.344 -0.623 0.8 0.0 -0.1
N -2.239 1.408 1.931 0.1 0.0 0.0
N 1.017 -0.157 -1.360 -0.1 -0.2 0.2
N -0.157 0.001 -0.595 -0.1 0.1 -0.2
N 3.441 1.958 -1.926 0.2 -0.3 0.0
C -1.003 -2.497 3.207 0.0 0.0 -0.1
C 2.218 -1.145 -3.729 0.1 0.1 0.0
C -3.521 -1.497 3.666 0.0 0.1 -0.1
C -3.117 0.426 2.169 -0.1 0.1 -0.1
C 3.669 0.870 -2.853 -0.2 0.1 0.2
C -4.887 1.733 1.188 0.0 0.0 0.0
C 3.208 -0.558 -0.406 -1.1 -0.2 0.3
C -3.152 -2.690 4.265 0.0 0.0 0.0
C -3.974 2.757 0.984 0.0 0.1 0.0
C -2.631 -0.815 2.823 0.1 -0.3 0.1
C 2.154 1.672 -1.368 -0.4 0.4 -0.1
C -1.322 -1.283 2.583 0.0 0.4 0.0
C 4.476 -0.610 -1.154 0.6 0.2 -0.2
C -1.888 -3.205 4.012 0.1 0.0 0.0
C 1.289 0.893 -2.398 0.1 0.0 -0.1
C 4.713 -0.046 -2.344 -0.1 -0.1 -0.1
C 2.362 0.297 -3.314 -0.1 -0.2 0.2
C -2.662 2.538 1.368 0.1 -0.1 0.0
C -4.458 0.563 1.783 0.0 0.0 0.0
H -4.493 -1.069 3.893 0.0 0.0 0.0
H -1.899 3.291 1.203 0.0 0.0 0.0
H -5.145 -0.259 1.928 0.0 0.0 0.0
H 3.120 -1.495 -4.239 0.0 0.0 0.0
H 0.411 1.346 -2.853 0.0 0.0 0.0
H -1.588 -4.148 4.460 0.0 0.0 0.0
H 3.412 2.859 -2.385 0.0 0.0 0.0
H -0.574 0.924 -0.693 0.1 0.1 0.0
H 2.037 -1.773 -2.859 0.0 0.0 0.0
H 3.589 0.643 -4.925 0.0 -0.2 0.1
H -3.836 -3.205 4.929 0.0 0.0 0.0
H -4.260 3.695 0.526 0.0 0.0 0.0
H 1.371 -1.252 -4.412 0.0 0.0 0.0
H 5.650 -0.207 -2.867 0.0 -0.1 0.0
H -5.918 1.843 0.871 0.0 0.0 0.0
H -0.799 -0.729 -0.869 -0.1 0.0 0.1
H -0.011 -2.921 3.050 0.0 0.0 0.0
H 5.215 -1.274 -0.726 0.0 0.0 0.1